{
  "formula": "C57H126N6O9",
  "method": "ωB97M-V/def2-TZVPD",
  "total_charge": 0,
  "homo_lumo_gap_ev": 7.495,
  "multiplicity": 1,
  "e_homo_ev": -7.20,
  "e_lumo_ha": 0.0110,
  "e_above_lowest_kj_mol": 4237.9,
  "elements": ["C", "C", "C", "C", "C", "C", "N", "O", "C", "C", "C", "H", "H", "H", "H", "H", "H", "H", "H", "H", "H", "H", "H", "H", "H", "H", "H", "H", "H", "H", "C", "C", "C", "C", "C", "C", "N", "O", "C", "C", "C", "H", "H", "H", "H", "H", "H", "H", "H", "H", "H", "H", "H", "H", "H", "H", "H", "H", "H", "H", "C", "C", "C", "C", "C", "C", "N", "O", "C", "C", "C", "H", "H", "H", "H", "H", "H", "H", "H", "H", "H", "H", "H", "H", "H", "H", "H", "H", "H", "H", "C", "C", "C", "C", "C", "C", "N", "O", "C", "C", "C", "H", "H", "H", "H", "H", "H", "H", "H", "H", "H", "H", "H", "H", "H", "H", "H", "H", "H", "H", "C", "C", "C", "C", "C", "C", "N", "O", "C", "C", "C", "H", "H", "H", "H", "H", "H", "H", "H", "H", "H", "H", "H", "H", "H", "H", "H", "H", "H", "H", "C", "C", "C", "C", "C", "C", "N", "O", "C", "C", "C", "H", "H", "H", "H", "H", "H", "H", "H", "H", "H", "H", "H", "H", "H", "H", "H", "H", "H", "H", "C", "O", "H", "H", "H", "H", "C", "O", "H", "H", "H", "H", "C", "O", "H", "H", "H", "H"],
  "xyz": [[-17.3079, 1.0289, 11.1713], [-16.4295, 0.5581, 12.3188], [-17.3571, 0.1420, 13.4372], [-18.0138, -1.1855, 13.1646], [-16.9633, -2.3203, 12.9390], [-15.9878, -1.9746, 11.7776], [-15.5317, -0.6001, 11.8592], [-14.5988, -0.3036, 10.8990], [-14.8954, -2.9759, 12.0749], [-16.5024, -2.4495, 10.3666], [-15.5591, 1.6718, 12.9598], [-17.8734, 1.8653, 11.5823], [-17.9202, 0.2681, 10.6872], [-16.5922, 1.3479, 10.4136], [-16.6994, 0.0197, 14.2978], [-18.1120, 0.8867, 13.6893], [-18.5123, -1.1400, 12.1964], [-18.7265, -1.3580, 13.9711], [-17.6140, -3.1437, 12.6445], [-16.4568, -2.5210, 13.8832], [-15.3368, -3.8778, 12.4988], [-14.2891, -3.2286, 11.2051], [-14.2085, -2.5218, 12.7890], [-17.3329, -1.7804, 10.1418], [-15.8360, -2.4193, 9.5045], [-16.9556, -3.4408, 10.3749], [-14.8639, 1.3851, 13.7489], [-16.1278, 2.5006, 13.3815], [-14.8918, 2.0785, 12.2000], [-15.1699, -0.1598, 10.1408], [-15.9049, -4.9984, 11.6718], [-16.4514, -6.4212, 11.8025], [-16.7525, -6.5440, 13.2974], [-17.6484, -7.7304, 13.6817], [-18.8852, -7.7537, 12.7288], [-18.5504, -7.6531, 11.2476], [-17.7634, -6.4897, 11.0657], [-17.5918, -6.1528, 9.7059], [-18.0456, -9.0067, 10.7017], [-19.9714, -7.3168, 10.6915], [-15.3446, -7.4279, 11.3834], [-16.6325, -4.1873, 11.7012], [-15.4636, -5.0016, 10.6752], [-15.0389, -4.7548, 12.2873], [-15.7857, -6.6906, 13.7790], [-17.2386, -5.6174, 13.6026], [-17.8358, -7.5836, 14.7454], [-17.1361, -8.6911, 13.6312], [-19.5047, -6.9466, 13.1197], [-19.4611, -8.6591, 12.9202], [-17.5884, -8.9024, 9.7177], [-17.3023, -9.4318, 11.3761], [-18.8436, -9.7289, 10.5296], [-20.6480, -8.1414, 10.9158], [-20.2602, -6.3536, 11.1122], [-19.9982, -7.1168, 9.6203], [-14.3371, -7.1224, 11.6657], [-15.3480, -7.5101, 10.2965], [-15.5773, -8.4154, 11.7818], [-18.0342, -5.3064, 9.6081], [-15.6904, -4.8715, 6.0228], [-15.9823, -4.2845, 7.4105], [-15.8982, -5.3375, 8.5355], [-14.5256, -5.7469, 9.0152], [-13.8027, -4.4751, 9.5290], [-13.7772, -3.3348, 8.4256], [-14.9992, -3.1400, 7.7032], [-15.0882, -2.0250, 6.7675], [-13.3309, -2.0363, 9.2191], [-12.7152, -3.7545, 7.4477], [-17.4134, -3.5984, 7.3420], [-15.4052, -4.0641, 5.3483], [-16.6203, -5.3623, 5.7357], [-14.9539, -5.6576, 6.1891], [-16.4414, -4.9476, 9.3962], [-16.3852, -6.2542, 8.2029], [-14.0076, -6.2848, 8.2211], [-14.6905, -6.4160, 9.8597], [-12.8354, -4.7769, 9.9305], [-14.4244, -4.1576, 10.3662], [-12.4386, -2.2227, 9.8167], [-13.0248, -1.2657, 8.5115], [-14.0824, -1.6001, 9.8772], [-12.4704, -2.9109, 6.8024], [-11.8123, -4.0370, 7.9890], [-12.8962, -4.4791, 6.6538], [-17.5642, -2.9630, 6.4692], [-17.7242, -2.9476, 8.1593], [-18.0847, -4.4564, 7.3064], [-14.5834, -2.4533, 6.0724], [-9.5642, -3.5436, 13.7133], [-9.4855, -5.0292, 14.2485], [-8.3024, -5.7465, 13.5074], [-6.8986, -5.3595, 14.0971], [-6.8734, -5.6068, 15.5948], [-7.9973, -4.9017, 16.3574], [-9.3017, -5.1660, 15.7228], [-10.3641, -4.6458, 16.4158], [-7.9538, -5.5026, 17.7265], [-7.7180, -3.4121, 16.4314], [-10.7907, -5.9064, 13.8475], [-10.2885, -2.9544, 14.2758], [-9.7525, -3.4232, 12.6464], [-8.6947, -2.9575, 14.0110], [-8.3830, -6.8328, 13.4681], [-8.2944, -5.4205, 12.4674], [-6.6176, -4.3203, 13.9263], [-6.1152, -6.0072, 13.7036], [-5.8688, -5.4286, 15.9785], [-7.0009, -6.6806, 15.7318], [-8.1231, -6.5778, 17.6683], [-7.0129, -5.3276, 18.2482], [-8.6949, -5.0341, 18.3740], [-7.3644, -3.0583, 15.4630], [-8.5852, -2.8074, 16.6968], [-7.0956, -3.1496, 17.2869], [-11.6948, -5.3698, 14.1354], [-10.8286, -6.8900, 14.3156], [-10.7624, -6.0643, 12.7694], [-10.2893, -3.7394, 16.1087], [-17.7865, -1.6343, 16.7985], [-17.0419, -2.6409, 15.8711], [-15.6926, -1.8695, 15.4743], [-14.7110, -2.8212, 14.7726], [-14.3973, -3.9832, 15.7061], [-15.6674, -4.7661, 16.1242], [-16.7211, -3.8608, 16.6365], [-17.8359, -4.5230, 17.1974], [-16.1391, -5.7651, 14.9795], [-15.1992, -5.6340, 17.2749], [-17.8831, -3.0375, 14.6206], [-17.6940, -0.5730, 16.5681], [-17.3227, -1.5888, 17.7839], [-18.8479, -1.8752, 16.8580], [-15.9020, -1.0079, 14.8404], [-15.1925, -1.4774, 16.3599], [-13.8147, -2.3633, 14.3542], [-15.1697, -3.2096, 13.8634], [-13.8375, -3.6538, 16.5814], [-13.7166, -4.5840, 15.1029], [-15.5630, -5.4800, 14.0992], [-15.7932, -6.7809, 15.1710], [-17.2212, -5.8669, 14.8963], [-16.0567, -6.1649, 17.6885], [-14.3792, -6.3398, 17.1421], [-14.7698, -5.0725, 18.1046], [-18.7410, -3.5701, 15.0311], [-17.4361, -3.6577, 13.8437], [-18.2747, -2.0942, 14.2400], [-17.5846, -4.4510, 18.1211], [-11.4073, -8.6264, 8.9870], [-11.4762, -8.1121, 10.4772], [-10.2675, -8.5699, 11.2496], [-9.0327, -7.6919, 10.9527], [-9.3422, -6.1967, 10.8901], [-10.5330, -5.7153, 10.1320], [-11.7030, -6.6004, 10.5943], [-12.9647, -6.2080, 10.2241], [-10.6766, -4.2209, 10.5299], [-10.2717, -5.7773, 8.6334], [-12.6912, -8.7356, 11.1963], [-10.3904, -8.8796, 8.6873], [-11.9291, -7.9465, 8.3135], [-11.9126, -9.5917, 9.0206], [-10.4434, -8.4121, 12.3137], [-10.0620, -9.6322, 11.1177], [-8.5980, -8.0002, 10.0019], [-8.2413, -7.9356, 11.6615], [-8.4848, -5.7245, 10.4105], [-9.5122, -5.8569, 11.9117], [-11.2290, -4.2713, 11.4682], [-9.6990, -3.7478, 10.6225], [-11.2359, -3.6966, 9.7551], [-11.1338, -5.4504, 8.0520], [-9.4974, -5.0552, 8.3745], [-9.9307, -6.7358, 8.2422], [-12.7761, -8.4170, 12.2352], [-12.6681, -9.8204, 11.0928], [-13.7194, -8.5836, 10.8680], [-13.4336, -6.1306, 11.0582], [-12.1850, -3.5332, 15.2768], [-11.2157, -2.5750, 15.5838], [-12.0932, -4.3147, 16.0311], [-13.1523, -3.1184, 15.5605], [-12.2472, -4.0015, 14.2945], [-11.5021, -1.6718, 15.4294], [-13.1469, -4.5588, 12.3341], [-13.7736, -5.7831, 11.9718], [-13.6225, -4.1861, 13.2413], [-12.1108, -4.7142, 12.6348], [-13.2033, -3.7885, 11.5650], [-14.0591, -6.1812, 12.7974], [-13.3573, -6.9034, 14.9087], [-14.0825, -6.9219, 13.7224], [-13.9007, -7.2608, 15.7834], [-12.4618, -7.4969, 14.7246], [-13.0738, -5.8772, 15.1428], [-14.2236, -7.8449, 13.4992]],
  "lowdin_charge": [-0.02, -0.46, -0.14, -0.13, -0.19, -0.36, -0.08, -0.01, -0.18, 0.01, -0.02, 0.09, 0.08, 0.08, 0.08, 0.14, 0.13, 0.12, 0.13, 0.06, 0.00, 0.05, 0.10, 0.08, 0.07, 0.07, 0.08, 0.09, 0.08, 0.09, -0.08, -0.29, -0.28, -0.11, -0.13, -0.52, -0.04, -0.08, -0.01, -0.04, -0.02, 0.09, 0.08, 0.06, 0.04, 0.10, 0.11, 0.11, 0.12, 0.12, 0.08, 0.06, 0.08, 0.08, 0.08, 0.07, 0.04, 0.10, 0.10, 0.10, -0.02, -0.41, -0.15, -0.14, -0.12, -0.44, -0.13, 0.00, 0.01, -0.04, -0.02, 0.08, 0.08, 0.08, 0.06, 0.13, 0.13, 0.07, 0.07, 0.05, 0.08, 0.09, 0.03, 0.08, 0.04, 0.09, 0.08, 0.06, 0.08, 0.06, 0.02, -0.33, -0.13, -0.15, -0.16, -0.53, -0.09, -0.04, -0.05, -0.02, -0.02, 0.04, 0.06, 0.07, 0.11, 0.08, 0.10, 0.11, 0.13, 0.12, 0.09, 0.09, 0.08, 0.07, 0.08, 0.09, 0.01, 0.09, 0.06, 0.02, -0.02, -0.37, -0.06, -0.19, -0.19, -0.36, -0.11, 0.00, -0.11, -0.04, -0.12, 0.08, 0.08, 0.08, 0.08, 0.13, 0.12, 0.06, 0.14, 0.06, 0.09, 0.11, 0.10, 0.09, 0.06, 0.09, 0.12, 0.07, -0.04, 0.10, -0.01, -0.42, -0.14, -0.14, -0.19, -0.43, -0.01, -0.21, -0.01, -0.03, -0.02, 0.07, 0.08, 0.07, 0.10, 0.13, 0.10, 0.10, 0.14, 0.04, 0.05, 0.10, 0.06, 0.05, 0.10, 0.07, 0.08, 0.10, 0.06, -0.23, -0.22, -0.10, 0.11, 0.02, 0.07, 0.14, -0.06, -0.11, 0.09, 0.06, 0.09, -0.09, -0.05, -0.08, 0.09, 0.10, 0.07, 0.14]
}

***

{
  "formula": "C21H23BrNO6Ti",
  "method": "ωB97M-V/def2-TZVPD",
  "total_charge": 1,
  "homo_lumo_gap_ev": 7.230,
  "multiplicity": 1,
  "e_homo_ev": -12.01,
  "e_lumo_ha": -0.1757,
  "e_above_lowest_kj_mol": 0.3,
  "elements": ["Ti", "O", "C", "C", "C", "N", "C", "C", "C", "O", "O", "C", "O", "O", "H", "H", "H", "C", "C", "C", "C", "C", "C", "C", "Br", "C", "O", "C", "C", "C", "C", "C", "C", "H", "H", "H", "H", "H", "H", "H", "H", "H", "H", "H", "H", "H", "H", "H", "H", "H", "H", "H", "H"],
  "xyz": [[-2.2471, -1.7218, -0.3291], [-7.6040, -1.2188, 2.5668], [-6.4619, -1.2959, 1.8945], [-6.2259, -0.5867, 0.7048], [-5.0003, -0.7456, 0.1095], [-4.0659, -1.5182, 0.6490], [-4.3026, -2.2603, 1.7288], [-5.4907, -2.1775, 2.4029], [-3.1575, -3.2217, 1.9582], [-3.0909, -4.0175, 2.8345], [-2.2388, -3.0439, 0.9773], [-4.5397, -0.2303, -1.2369], [-5.1690, 0.4799, -1.9496], [-3.3152, -0.7387, -1.5021], [-8.2308, -0.6123, 2.1516], [-6.9785, 0.0403, 0.2444], [-5.6916, -2.7839, 3.2747], [4.1961, 0.3943, -3.4750], [4.2936, 0.1462, -1.9632], [5.0857, -1.1431, -1.7027], [5.0433, 1.3150, -1.3253], [2.8868, -0.0125, -1.3919], [2.0691, -1.0425, -1.8729], [0.8222, -1.1631, -1.3308], [-0.3496, -2.5750, -1.9393], [0.3093, -0.3342, -0.3333], [-0.9548, -0.6324, 0.1039], [1.0908, 0.7015, 0.1564], [2.3712, 0.8145, -0.4079], [0.6941, 1.7070, 1.2452], [1.6691, 1.5573, 2.4228], [-0.7269, 1.5330, 1.7888], [0.7984, 3.1248, 0.6625], [5.1958, 0.5087, -3.8960], [3.6309, 1.3032, -3.6876], [3.7138, -0.4350, -3.9946], [6.0954, -1.0441, -2.1033], [4.6256, -2.0087, -2.1817], [5.1620, -1.3470, -0.6334], [6.0378, 1.3837, -1.7661], [5.1705, 1.1793, -0.2495], [4.5398, 2.2673, -1.5023], [2.4058, -1.7230, -2.6423], [2.9977, 1.6103, -0.0351], [1.6156, 0.5546, 2.8504], [1.4111, 2.2744, 3.2035], [2.7013, 1.7451, 2.1282], [-0.8650, 0.5675, 2.2755], [-1.4808, 1.6534, 1.0098], [-0.9002, 2.3072, 2.5374], [1.8071, 3.3606, 0.3250], [0.5281, 3.8531, 1.4284], [0.1196, 3.2515, -0.1826]],
  "lowdin_charge": [1.10, 0.14, -0.24, 0.12, -0.13, 0.04, -0.12, 0.13, -0.46, 0.20, -0.14, -0.47, 0.19, -0.14, 0.14, 0.15, 0.15, -0.04, -0.56, -0.04, -0.06, -0.14, -0.05, -0.47, 1.00, -0.27, -0.22, -0.07, 0.05, -0.53, -0.03, -0.05, -0.03, 0.09, 0.10, 0.08, 0.09, 0.08, 0.10, 0.09, 0.09, 0.09, 0.12, 0.10, 0.10, 0.09, 0.08, 0.09, 0.09, 0.09, 0.08, 0.09, 0.10]
}

***

It is found that the total energy values, taken in the order of the records, are -88469.131, -129081.440 eV.